{"formula": "C5H9NS", "method": "the ωB97M-V functional and the def2-TZVPD basis", "orbital_gap_ev": 8.377, "spin_multiplicity": 1, "relative_energy_kj_mol": 375.4, "smiles": "C[C@@H]1NC[C@@H]1C=S", "species": ["C", "C", "C", "C", "C", "H", "H", "H", "H", "H", "H", "H", "H", "H", "N", "S"], "xyz": [[-0.30210, 1.71489, 0.21627], [-0.40777, 0.43640, -0.71030], [-0.62753, -1.48941, 0.30880], [0.59936, -0.71014, -0.36137], [1.75901, -0.23784, 0.40439], [0.86399, 1.95882, 0.08794], [-1.01730, 2.34654, -0.20320], [-0.72339, 1.32678, 1.21897], [-0.36779, 0.83559, -1.70002], [-2.63484, -0.59011, -0.24011], [-0.71318, -2.63323, 0.22274], [-0.87459, -1.18036, 1.40651], [1.11968, -1.03193, -1.32832], [1.54779, 0.14284, 1.40617], [-1.43149, -0.67543, -0.47215], [3.21015, -0.21342, -0.25631]], "atomic_forces_ev_per_a": [[1.48, -3.89, 0.59], [-0.96, -1.03, 1.77], [1.14, -0.66, 2.15], [0.72, -0.05, -0.91], [-0.30, -0.16, 0.74], [-2.92, 0.28, 0.88], [-0.62, 1.82, -0.43], [1.37, 1.20, -1.01], [-0.05, -0.37, -0.99], [4.97, 0.15, -0.76], [0.17, 1.67, -0.15], [1.51, -0.95, -1.07], [-1.58, -0.61, 1.19], [0.30, -0.08, 0.00], [-6.09, 2.45, -2.15], [0.85, 0.22, 0.15]], "mulliken_charge": [-1.066, -0.102, -0.451, 0.250, -0.539, 0.273, 0.424, 0.202, 0.375, 0.255, 0.241, 0.242, 0.215, 0.349, -0.430, -0.237]}

{"formula": "C5H9NS", "method": "the ωB97M-V functional and the def2-TZVPD basis", "orbital_gap_ev": 8.676, "spin_multiplicity": 1, "relative_energy_kj_mol": 316.1, "species": ["C", "C", "C", "C", "C", "N", "S", "H", "H", "H", "H", "H", "H", "H", "H", "H"], "xyz": [[-0.23681, 1.67212, -0.02977], [0.77534, 0.98415, 0.91155], [-1.35461, -0.80784, 0.32843], [1.66926, -0.42186, -0.93162], [1.57347, 0.05095, 0.44519], [-2.39845, -1.70766, 0.39474], [-1.56971, 0.54652, -0.70424], [-0.86299, 2.47753, 0.51795], [0.19313, 2.12905, -0.88457], [0.77959, 1.12579, 1.99123], [2.20533, 0.20455, -1.59277], [0.62151, -0.45726, -1.45458], [2.09164, -1.35940, -1.17174], [2.06038, -0.36656, 1.18442], [-2.21177, -2.52045, 1.05837], [-3.33530, -1.54963, -0.06259]], "atomic_forces_ev_per_a": [[-1.33, 0.45, 2.57], [-1.36, 0.99, -1.27], [-1.94, -1.53, 0.29], [-2.90, 0.05, -2.08], [-1.70, 1.62, -2.26], [1.30, 0.79, 0.22], [-0.17, -0.27, 0.68], [1.23, -1.22, -0.83], [0.63, 0.35, -0.74], [-0.37, 0.37, -0.35], [0.80, 1.31, -0.49], [1.76, 0.03, 1.14], [0.52, -1.36, 0.67], [3.06, -2.59, 3.25], [-0.88, 1.66, -1.58], [1.32, -0.64, 0.80]], "mulliken_charge": [-0.651, -0.329, -0.190, -1.043, -0.094, -0.302, -0.157, 0.318, 0.394, 0.312, 0.317, 0.109, 0.337, 0.488, 0.275, 0.216]}

{"formula": "C5H9NS2", "method": "the ωB97M-V functional and the def2-TZVPD basis", "orbital_gap_ev": 9.082, "spin_multiplicity": 1, "relative_energy_kj_mol": 259.0, "species": ["C", "C", "C", "C", "C", "N", "S", "S", "H", "H", "H", "H", "H", "H", "H", "H", "H"], "xyz": [[1.37443, -0.03430, 0.27987], [1.36066, -1.51122, 0.40758], [-1.06140, -0.35727, -0.08014], [2.81008, 0.50553, 0.21642], [-3.34883, 0.96806, -0.46369], [0.46075, 0.76109, 0.08530], [-0.35659, -1.92994, 0.40078], [-2.51310, 0.12105, 0.92596], [1.82843, -2.09068, -0.48982], [1.90708, -1.83825, 1.39651], [-1.25919, -0.07197, -1.19471], [3.44463, -0.09429, 0.84882], [2.90875, 1.48348, 0.68560], [3.00320, 0.50490, -0.79858], [-2.75147, 1.97443, -0.76299], [-4.35772, 1.17244, -0.03842], [-3.44972, 0.43695, -1.41848]], "atomic_forces_ev_per_a": [[3.52, 0.26, -0.05], [0.93, -1.92, 0.09], [2.17, 2.73, -0.64], [-1.26, 0.23, 2.82], [0.53, 2.54, 0.05], [-4.76, -1.16, -0.26], [-1.62, -0.65, 0.17], [1.05, -0.26, -1.98], [-0.26, 1.42, 1.59], [-1.13, 0.51, -1.90], [0.30, -1.12, 2.02], [0.54, -0.64, -0.41], [-0.36, 0.29, -0.54], [1.21, 0.09, -1.94], [-1.60, -2.15, 1.02], [0.67, 0.29, -0.65], [0.07, -0.47, 0.61]], "mulliken_charge": [0.638, -0.413, -0.173, -1.208, -0.848, -0.607, -0.172, 0.004, 0.283, 0.302, 0.281, 0.358, 0.354, 0.299, 0.277, 0.309, 0.317]}

{"formula": "C5H9NS2", "method": "the ωB97M-V functional and the def2-TZVPD basis", "orbital_gap_ev": 8.650, "spin_multiplicity": 1, "relative_energy_kj_mol": 269.5, "smiles": "C=CN(C=S)SCC", "species": ["C", "C", "C", "C", "C", "H", "H", "H", "H", "H", "H", "H", "H", "H", "N", "S", "S"], "xyz": [[-2.92253, 0.21503, -0.16141], [-1.44667, 0.51518, 0.36825], [2.08969, -0.77676, -0.15192], [1.82037, -2.14954, 0.05199], [1.75747, 1.52143, -0.18900], [-3.71591, 0.49591, 0.61495], [-3.28793, 0.69108, -1.04507], [-3.03279, -0.93417, -0.11036], [-1.39515, -0.01078, 1.42619], [-1.38735, 1.52991, 0.67175], [3.08022, -0.42548, 0.04520], [2.78806, -2.70853, 0.17770], [0.89969, -2.85865, 0.03363], [2.93274, 1.56855, -0.14100], [1.21843, 0.30772, -0.42696], [-0.35623, 0.02144, -0.96936], [0.95790, 2.99766, -0.19458]], "atomic_forces_ev_per_a": [[-0.30, -2.02, 3.03], [-2.28, -1.30, 1.96], [-1.92, -4.09, 0.76], [1.01, 1.57, -0.65], [0.95, 2.92, -0.79], [1.41, 0.02, -0.65], [0.42, 0.01, -0.92], [0.07, 1.73, -0.94], [0.44, 0.30, -2.38], [0.45, 1.15, -0.46], [0.51, -0.13, -0.18], [-1.16, 0.54, 0.11], [1.45, 2.15, -0.22], [-2.41, -0.51, 0.25], [1.11, -0.73, 0.79], [-0.55, 0.08, 0.20], [0.81, -1.67, 0.09]], "mulliken_charge": [-1.198, -0.304, 0.185, -0.767, 0.008, 0.323, 0.387, 0.301, 0.257, 0.323, 0.139, 0.204, 0.250, 0.154, 0.086, -0.045, -0.303]}

{"formula": "C5H9O", "method": "the ωB97M-V functional and the def2-TZVPD basis", "orbital_gap_ev": 11.725, "total_charge": 1, "spin_multiplicity": 1, "relative_energy_kj_mol": 298.1, "species": ["C", "C", "C", "C", "C", "O", "H", "H", "H", "H", "H", "H", "H", "H", "H"], "xyz": [[-0.89659, -0.03530, 1.55582], [0.38744, -0.02665, 1.18298], [-1.86046, 0.12295, 0.46327], [-0.47765, 0.25709, -1.03669], [1.86393, -0.35934, -0.86844], [0.70680, 0.30992, -0.25562], [-1.19778, -0.05747, 2.53885], [1.29914, 0.13027, 1.75379], [-2.42500, -0.75726, 0.35217], [-2.34012, 1.16121, 0.26085], [-0.46696, -0.75920, -1.62788], [-0.86925, 1.23856, -1.42810], [2.11587, 0.45089, -1.63457], [2.61839, -0.31642, -0.13054], [1.54224, -1.35926, -1.12588]], "atomic_forces_ev_per_a": [[2.46, 0.86, -3.26], [-0.01, 1.10, 0.71], [2.52, 2.49, -3.48], [-4.48, -1.86, 1.30], [-0.23, 2.30, -1.03], [-1.09, -0.08, 1.96], [-0.37, -0.37, 2.22], [-0.23, -0.49, -0.03], [-1.23, -0.67, -0.55], [0.48, -2.16, 0.94], [-0.27, 2.54, 0.77], [1.37, -1.31, -0.14], [-0.10, -2.02, 0.36], [0.85, -0.30, 0.76], [0.33, -0.04, -0.53]], "mulliken_charge": [-0.129, -0.188, -0.667, -0.465, -0.705, 0.014, 0.455, 0.367, 0.336, 0.317, 0.307, 0.317, 0.302, 0.342, 0.398]}

{"formula": "C5H9O2P", "method": "the ωB97M-V functional and the def2-TZVPD basis", "orbital_gap_ev": 8.763, "spin_multiplicity": 1, "relative_energy_kj_mol": 410.4, "species": ["C", "C", "C", "C", "C", "O", "O", "P", "H", "H", "H", "H", "H", "H", "H", "H", "H"], "xyz": [[1.96181, 3.34600, -0.37943], [1.86450, 2.16283, -0.13842], [-1.44522, -0.98900, -0.90377], [1.19728, -1.01067, 1.57954], [-0.29760, 0.01635, -1.26382], [3.22407, -1.20738, -0.32632], [0.96327, -0.71440, -1.28508], [1.97251, -0.56003, -0.06819], [1.99978, 4.46563, -0.58279], [-2.40604, -0.76874, -1.32487], [-1.13305, -1.99777, -1.16434], [-1.65238, -0.92205, 0.14493], [1.95273, -0.86398, 2.29166], [0.24958, -0.34752, 1.68628], [1.04076, -2.05130, 1.32342], [-0.34172, 0.75616, -0.45822], [-0.53947, 0.25875, -2.26100]], "atomic_forces_ev_per_a": [[-0.06, 2.16, -0.34], [0.26, -2.81, 0.16], [1.10, 0.07, 0.38], [-1.73, 2.01, -3.01], [-1.81, -2.25, 1.37], [1.56, -0.30, -0.04], [-0.10, 0.78, 1.07], [-1.94, 2.56, 0.09], [-0.04, -2.36, 0.43], [-0.26, 0.30, -0.84], [-0.19, -0.08, -0.05], [0.13, -0.37, 0.86], [0.78, 0.24, 1.15], [1.67, -1.47, 0.15], [-0.50, -0.34, 0.54], [0.58, 0.56, -0.98], [0.55, 1.30, -0.96]], "mulliken_charge": [-0.144, -0.580, -1.113, -0.740, -0.215, -0.553, -0.337, 0.861, 0.318, 0.402, 0.301, 0.273, 0.381, 0.216, 0.314, 0.266, 0.350]}

{"formula": "C5H9O2S", "method": "the ωB97M-V functional and the def2-TZVPD basis", "orbital_gap_ev": 6.864, "total_charge": -1, "spin_multiplicity": 1, "relative_energy_kj_mol": 148.2, "smiles": "CSCCCC(=O)[O-]", "species": ["O", "C", "O", "C", "C", "C", "S", "C", "H", "H", "H", "H", "H", "H", "H", "H", "H"], "xyz": [[0.99577, 0.52650, 2.33775], [1.46768, 1.45224, 1.60078], [2.01486, 2.57876, 1.71444], [1.82461, 0.91578, 0.22370], [0.58450, 0.96817, -0.70022], [-0.69716, 0.11359, -0.13184], [-0.34701, -1.82658, -0.17515], [-2.12602, -2.36054, -0.62870], [2.27227, -0.12877, 0.34331], [2.70129, 1.56377, -0.16759], [0.92304, 0.63192, -1.64785], [0.30704, 2.07551, -0.68213], [-0.95901, 0.50559, 0.80789], [-1.57054, 0.30117, -0.84641], [-2.13206, -3.32382, -0.17928], [-2.81076, -1.62829, -0.20764], [-2.44852, -2.36501, -1.66107]], "atomic_forces_ev_per_a": [[-0.40, 2.27, 0.46], [2.67, -1.93, -0.66], [-1.59, 0.43, 2.06], [1.11, -0.84, -1.30], [-0.76, 0.16, 2.30], [1.43, -0.15, -3.59], [-1.97, 2.24, -0.54], [1.36, 1.41, 0.34], [-0.90, 1.03, -0.29], [-1.66, -0.93, 0.18], [-0.40, -0.22, -1.25], [0.00, -1.39, -0.44], [-0.10, -0.18, 1.49], [1.15, -0.51, 0.79], [-0.75, -0.76, 0.28], [0.04, -0.32, 0.78], [0.76, -0.30, -0.60]], "mulliken_charge": [-0.690, 0.393, -0.726, -0.325, -0.743, -0.663, -0.083, -0.871, 0.196, 0.264, 0.346, 0.293, 0.381, 0.369, 0.300, 0.273, 0.288]}

Summary of molecular weight in g/mol
115.20; 115.20; 147.27; 147.27; 85.13; 132.10; 133.19
(order as listed above)